The following is a DFT calculation (the ωB97M-V functional and the def2-TZVPD basis) of the molecule C5H8N2.

Results
E_HOMO = -0.3311 Ha
DFT total energy = -304.67727 Eh
LUMO level = 1.0 eV
HOMO-LUMO gap = 10.00 eV
ΔE to the lowest compared entry with this formula, charge and spin = 99.3 kcal/mol
SMILES = C=C=NN1C[C@@H]1C

XYZ file:
```
15
Properties=species:S:1:pos:R:3:forces:R:3:nbo_charge:R:1
C 2.8352 -0.2123 -0.6439 0.09 -0.12 0.08 -0.55
C 1.9575 -0.5072 0.2729 -0.33 0.33 0.01 0.39
N 0.9417 -0.4437 0.9832 0.29 0.47 -0.38 -0.32
N 0.2621 0.6740 0.2753 0.03 0.19 -0.29 -0.29
C -0.9486 1.3273 0.7342 -0.18 0.04 0.23 -0.26
C -0.9926 0.3022 -0.3483 -0.27 -0.08 -0.16 -0.08
C -1.5984 -1.0474 -0.0506 -0.02 -0.06 0.04 -0.63
H 2.7153 -0.5795 -1.6565 0.25 -0.23 0.20 0.24
H 3.5552 0.5667 -0.4261 0.18 -0.25 -0.02 0.24
H -0.9559 2.3899 0.4772 0.01 -0.32 0.21 0.21
H -1.3958 1.0813 1.6920 0.05 -0.17 -0.07 0.20
H -1.0418 0.6057 -1.3964 -0.13 0.05 0.25 0.20
H -1.5913 -1.2561 1.0230 -0.01 0.02 -0.18 0.22
H -1.0353 -1.8454 -0.5470 -0.07 0.11 0.05 0.21
H -2.6301 -1.0843 -0.4122 0.11 0.02 0.05 0.22
```
Forces are in eV/Å.

The following is a DFT calculation (the ωB97M-V functional and the def2-TZVPD basis) of the molecule C6H15N.

Results
E_HOMO = -0.2880 Ha
DFT total energy = -292.30665 Eh
LUMO level = 1.1 eV
HOMO-LUMO gap = 8.91 eV
ΔE to the lowest compared entry with this formula, charge and spin = 39.1 kcal/mol
SMILES = CCN(C)C(C)C

XYZ file:
```
22
Properties=species:S:1:pos:R:3:forces:R:3:nbo_charge:R:1
C 2.4043 0.3672 -0.2019 -0.18 0.28 -0.17 -0.64
C 1.4816 -0.8654 -0.1246 0.31 0.03 1.99 -0.21
N 0.0183 -0.7411 -0.1539 -0.42 0.23 -1.55 -0.47
C -0.6178 -1.3448 -1.3272 0.70 -0.02 0.01 -0.40
C -0.5727 0.5109 0.3462 -0.13 -0.32 0.53 -0.04
C -1.8313 1.0348 -0.3501 0.30 -0.55 0.07 -0.62
C -0.8633 0.3646 1.8509 -0.90 1.13 -0.06 -0.62
H 2.8707 0.4184 -1.1845 0.06 0.34 0.04 0.21
H 1.9085 1.3057 0.0327 -0.21 0.06 -0.45 0.21
H 3.1725 0.3717 0.5735 0.19 -0.57 -0.20 0.21
H 1.8295 -1.6104 -0.8347 -0.29 0.00 -0.16 0.20
H 1.7003 -1.2999 0.8621 0.13 -0.16 -0.10 0.17
H -1.3594 -2.0936 -1.0501 -0.32 0.18 0.00 0.19
H -1.0240 -0.6104 -2.0183 -0.31 -0.08 -0.05 0.18
H 0.1339 -1.8818 -1.9059 0.05 -0.08 0.06 0.19
H 0.1388 1.3264 0.2348 0.21 -0.07 0.05 0.17
H -1.7206 1.1227 -1.4271 -0.31 -0.44 -0.10 0.21
H -2.7071 0.5012 0.0162 -0.14 -0.34 -0.68 0.21
H -2.0033 2.0421 -0.0548 0.06 0.99 0.62 0.21
H -1.9055 0.1364 2.1078 -0.07 -0.26 -0.58 0.20
H -0.2987 -0.4173 2.3175 0.76 -0.03 0.31 0.22
H -0.7548 1.3627 2.2912 0.49 -0.29 0.43 0.20
```
Forces are in eV/Å.

The following is a DFT calculation (the ωB97M-V functional and the def2-TZVPD basis) of a structure of composition C30H31CeN10O4.

Results
E_HOMO (alpha / beta) = -0.2836 / -0.2973 Ha
DFT total energy = -2485.48854 Eh
LUMO level (alpha / beta) = -0.3 / -0.3 eV
HOMO-LUMO gap (alpha / beta) = 7.44 / 7.82 eV
⟨S²⟩ = 0.751
ΔE to the lowest compared entry with this formula, charge and spin = 142.4 kcal/mol
Spin multiplicity = 2

XYZ file:
```
76
Properties=species:S:1:pos:R:3:forces:R:3:mulliken_spin:R:1
Ce -0.2761 -0.0076 0.1414 0.50 0.08 -0.43 1.00
O -2.1586 -0.4638 3.4138 -0.09 -0.04 0.15 0.00
C -2.1953 -0.2001 2.2227 -0.29 0.45 -0.16 0.00
N -1.8072 0.9512 1.6195 -0.32 -0.30 0.82 0.00
C -1.1990 1.9393 2.5206 -0.17 -0.12 -0.02 0.00
C -0.0038 2.6373 1.9006 -0.10 -0.23 0.13 0.00
C 0.0965 4.0184 1.8175 0.00 0.07 0.06 0.00
C 1.2448 4.5817 1.2928 0.05 0.07 -0.04 0.00
C 2.2849 3.7590 0.8772 -0.12 0.07 0.14 0.00
C 2.1039 2.3963 0.9919 0.03 -0.13 0.06 0.00
N 0.9869 1.8405 1.4701 -0.07 0.39 0.00 0.00
C -2.9874 -1.2400 1.3252 0.33 -0.07 -0.16 0.00
C -4.2343 -1.3790 1.7855 -0.28 -0.28 -0.07 0.00
C -5.1665 -2.4239 1.3546 0.04 0.24 0.19 0.00
C -4.8259 -3.2567 0.3837 0.03 -0.09 -0.13 0.00
C -3.5408 -3.0322 -0.3259 -0.03 0.18 0.12 0.00
N -2.4499 -2.2145 0.3567 0.02 0.04 0.17 0.00
H -0.8632 1.4504 3.4399 0.03 0.00 0.04 0.00
H -1.9433 2.6849 2.8130 0.01 0.06 -0.03 0.00
H -0.7283 4.6336 2.1506 0.02 0.01 -0.01 0.00
H 1.3295 5.6574 1.2015 0.00 -0.01 0.00 0.00
H 3.2011 4.1599 0.4672 0.00 0.00 0.00 0.00
H 2.8807 1.7018 0.6891 -0.01 0.01 -0.10 0.00
H -4.5118 -0.7611 2.6277 -0.06 -0.01 -0.03 0.00
H -6.1105 -2.5274 1.8747 0.03 0.02 0.01 0.00
H -5.4651 -4.0663 0.0538 0.03 0.00 0.02 0.00
H -3.0860 -3.9671 -0.6532 0.03 -0.03 -0.03 0.00
N -3.3006 -2.3929 -2.8222 0.08 -0.18 -0.12 0.00
C -3.5068 -1.9924 -1.4562 0.20 0.10 -0.06 0.00
N -2.1327 -1.6167 -0.9915 0.05 -0.21 0.20 0.00
C -1.3429 -2.4570 -1.8996 0.30 -0.14 0.43 0.01
N -2.0018 -2.8866 -2.8981 -0.15 0.15 -0.22 0.00
C 0.1333 -2.6801 -1.8255 -0.91 -0.18 -0.17 0.00
C 0.7373 -3.6284 -2.6462 0.26 -0.15 -0.02 0.00
N 2.0408 -3.8651 -2.5773 -0.12 0.06 0.03 0.00
C 2.7329 -3.1685 -1.6750 -0.01 -0.15 -0.06 0.00
C 2.1350 -2.2277 -0.8631 -0.07 0.07 -0.13 0.00
N 0.8345 -1.9710 -0.9667 0.35 -0.50 -0.20 0.00
H -3.9615 -3.0447 -3.2220 -0.01 0.01 0.00 0.00
H -4.2381 -1.1944 -1.3482 -0.01 0.02 0.00 0.00
H 0.1499 -4.1894 -3.3600 0.02 -0.02 0.00 0.00
H 3.7948 -3.3620 -1.5939 -0.01 -0.04 -0.05 0.00
H 2.6994 -1.6723 -0.1295 -0.05 0.08 -0.05 0.00
C 0.5304 -1.8541 4.0233 -0.03 0.00 0.21 0.00
C 1.2496 -1.9611 2.6888 -0.22 0.27 -0.45 0.00
C 2.6181 -1.2995 2.7971 0.25 0.04 0.09 0.00
C 1.3900 -3.4291 2.3105 0.01 -0.28 -0.01 0.00
O 0.5132 -1.2966 1.6750 0.18 0.10 0.24 0.00
H 1.0753 -2.4173 4.7881 -0.04 0.04 -0.02 0.00
H -0.4839 -2.2416 3.9500 -0.01 -0.03 -0.03 0.00
H 0.4537 -0.8143 4.3459 0.01 0.01 -0.05 0.00
H 3.2008 -1.7189 3.6224 -0.02 0.00 -0.02 0.00
H 2.4929 -0.2292 2.9730 -0.01 -0.01 0.00 0.00
H 3.2045 -1.4313 1.8827 -0.06 0.00 0.03 0.00
H 1.9364 -3.9842 3.0780 -0.02 0.02 0.00 0.00
H 1.9257 -3.5559 1.3671 -0.02 0.05 0.02 0.00
H 0.3995 -3.8775 2.2015 0.02 0.03 0.00 0.00
N -2.5063 1.2456 -1.2150 0.23 0.26 -0.08 0.00
H -2.0382 2.1484 -1.3188 -0.02 0.02 0.03 0.00
H -3.1735 1.3546 -0.4594 -0.04 -0.09 0.00 0.00
H -3.0008 1.0743 -2.0833 -0.02 -0.08 0.03 0.00
O 2.7206 0.2293 -2.0737 -0.13 -0.16 0.16 0.00
C 2.0620 1.2499 -2.1476 -0.08 0.31 -0.06 0.00
N 0.8015 1.4647 -1.6069 0.43 0.62 -0.51 0.00
C 0.4689 2.7924 -1.8418 0.33 -0.20 -0.13 0.00
O -0.5299 3.3800 -1.4636 -0.19 -0.16 0.16 0.00
C 1.5646 3.4523 -2.6291 -0.31 0.15 0.14 0.00
C 1.6825 4.7437 -3.0970 0.08 0.07 -0.05 0.00
C 2.8535 5.0599 -3.7809 0.05 -0.09 0.01 0.00
C 3.8543 4.1038 -3.9730 -0.07 0.01 0.03 0.00
C 3.7137 2.8042 -3.4880 0.01 0.11 -0.04 0.00
C 2.5438 2.5130 -2.8159 0.12 -0.34 0.00 0.00
H 0.8985 5.4730 -2.9370 0.01 -0.02 0.00 0.00
H 2.9947 6.0604 -4.1700 0.01 -0.01 0.00 0.00
H 4.7524 4.3828 -4.5094 0.00 -0.01 0.01 0.00
H 4.4825 2.0553 -3.6299 -0.02 0.01 0.01 0.00
```
Forces are in eV/Å.

The following is a DFT calculation (the ωB97M-V functional and the def2-TZVPD basis) of a structure of composition C25H41Cl3N3O3ScSi.

Results
E_HOMO = -0.1498 Ha
DFT total energy = -3798.07659 Eh
LUMO level = -0.3 eV
HOMO-LUMO gap = 3.78 eV
ΔE to the lowest compared entry with this formula, charge and spin = 133.8 kcal/mol

XYZ file:
```
77
Properties=species:S:1:pos:R:3:forces:R:3:lowdin_charge:R:1
C 3.4416 3.6568 -1.4147 -0.20 -0.34 0.45 -0.04
C 3.2205 2.1750 -1.6435 -0.72 -0.43 -2.54 -0.38
H 3.9908 4.0739 -2.2669 -0.23 0.03 0.20 0.08
H 4.0211 3.8369 -0.5074 0.09 0.05 0.05 0.07
H 2.4639 4.1371 -1.2849 0.25 0.22 -0.06 0.06
C 4.1646 1.4092 -2.3454 -0.91 -0.43 -0.02 -0.22
C 5.6342 1.6022 -2.3147 0.81 -0.32 0.09 -0.20
H 3.8111 0.7576 -3.1570 -0.06 0.08 0.58 0.06
H 6.1085 1.5594 -1.3189 -0.21 0.25 -0.02 0.05
H 6.0234 2.5004 -2.8227 0.02 0.15 0.08 0.05
H 6.0909 0.7472 -2.8310 0.05 0.18 -0.09 0.05
Sc -1.9989 -0.2002 1.4521 -0.90 -0.90 1.60 0.21
Cl -3.7730 1.3501 0.9234 0.36 0.18 -0.18 0.05
Cl -1.5020 0.1378 3.7828 -0.39 -0.34 -0.05 0.11
C -2.3259 -1.0160 -1.5152 0.33 -1.11 0.73 -0.21
O -1.8430 -1.1491 -0.3487 -0.71 -0.08 -1.54 -0.22
N -2.3786 -2.0677 -2.3237 0.09 0.62 0.30 -0.15
C -1.7900 -3.3414 -1.9111 0.09 -0.20 0.05 0.00
C -3.0348 -1.9921 -3.6217 0.11 0.05 -0.11 -0.02
H -2.7450 -0.0594 -1.8691 0.16 -0.35 0.13 0.16
H -1.7228 -3.3784 -0.8174 -0.09 0.03 -0.37 0.09
H -0.7755 -3.4642 -2.3281 -0.46 0.16 0.05 0.09
H -2.4380 -4.1493 -2.2704 0.18 0.15 0.08 0.10
H -3.5067 -1.0061 -3.6991 0.09 -0.27 -0.17 0.10
H -3.8086 -2.7759 -3.6717 0.29 0.32 -0.08 0.10
H -2.2980 -2.1193 -4.4332 -0.34 0.03 0.32 0.09
H 3.0111 0.3878 1.7273 -0.19 -0.40 -0.10 0.10
H 3.6762 -1.6915 -0.5053 -0.12 -0.08 0.34 0.10
C 2.7993 -0.6331 2.0908 0.14 0.33 -0.25 -0.01
C 3.1643 -2.2761 0.2776 -0.17 0.20 -0.51 -0.05
N 2.2030 -1.4457 1.0270 -0.70 -0.99 0.71 -0.15
H 2.1301 -0.5763 2.9474 0.02 -0.20 -0.08 0.07
C 0.8842 -1.7722 0.9899 0.60 0.31 0.42 -0.29
O 0.0171 -1.4557 1.8382 0.63 -0.08 -1.12 -0.18
H 2.6034 -3.0963 -0.2016 0.44 0.23 0.18 0.09
H 0.6257 -2.3539 0.0789 0.03 0.12 0.49 0.13
H 3.7585 -1.0994 2.3637 -0.43 0.19 0.13 0.09
H 3.9404 -2.6664 0.9521 -0.48 -0.05 -0.09 0.09
O 2.3196 1.6139 -0.3962 -0.34 -0.42 1.70 -0.19
C 1.7379 1.7349 -1.6549 2.10 0.35 0.56 -0.38
C 1.5904 -0.8078 -2.0930 0.11 -0.12 0.01 -0.04
C 1.2894 0.5209 -2.3883 -0.56 0.84 -0.38 -0.19
H 2.0458 -1.0529 -1.1454 0.05 0.52 -0.53 0.05
C 1.3438 -1.8175 -3.0218 -0.26 0.40 0.07 -0.10
H 1.0444 2.5715 -1.7527 -0.33 -0.02 -0.08 0.11
C 0.5266 0.8230 -3.5261 0.58 -0.55 -0.05 -0.03
H 1.6757 -2.8497 -2.8239 -0.18 0.53 -0.14 0.10
C 0.6869 -1.4880 -4.2114 -0.25 -0.42 0.01 -0.13
C 0.2198 -0.1874 -4.4309 0.11 -0.01 -0.16 -0.10
H 0.3226 1.8791 -3.7199 -0.22 -0.41 -0.07 0.12
H 0.5336 -2.2851 -4.9405 -0.09 0.32 -0.01 0.09
H -0.3287 0.0723 -5.3353 0.13 -0.22 0.06 0.10
Si 0.1993 2.5816 2.6386 -1.87 0.43 1.63 0.61
Cl -0.4388 1.1527 0.4706 1.74 2.42 0.97 0.42
C 1.0610 1.9281 4.2169 0.60 -0.26 -0.63 -0.22
C -1.4989 3.2082 3.2840 -0.17 -0.15 -0.55 -0.26
C 1.0245 4.0172 1.8580 0.61 -0.24 -0.54 -0.20
H 1.4188 0.8942 4.1370 -0.08 0.35 0.11 0.00
H 0.3861 1.9795 5.0839 -0.05 0.00 -0.59 0.03
H 1.9282 2.5800 4.4232 -0.19 -0.22 -0.23 0.04
H 2.0738 3.8000 1.6581 0.01 0.08 -0.19 0.03
H 0.9597 4.8796 2.5341 -0.12 -0.28 0.04 0.05
H 0.5354 4.2647 0.9190 0.03 0.09 -0.11 0.04
H -2.2912 3.1525 2.5240 0.20 0.04 0.12 -0.01
H -1.3974 4.2667 3.5550 0.26 -0.01 -0.22 0.03
H -1.8914 2.6972 4.1729 0.42 -0.07 -0.39 0.00
C -6.3794 -2.3877 3.3963 0.65 0.07 -0.15 -0.05
C -6.4076 -1.4995 2.3261 0.56 -0.11 -0.16 -0.05
C -5.2196 -1.1820 1.6634 -0.11 0.35 0.31 -0.19
N -3.9966 -1.5288 2.1237 -0.33 -0.73 -0.65 -0.04
C -3.9627 -2.4564 3.0946 -0.34 -0.07 0.33 -0.13
C -5.1292 -2.9241 3.7228 0.39 0.26 -0.14 -0.05
H -7.2849 -2.6520 3.9471 0.35 0.04 -0.19 0.11
H -7.2994 -0.9920 1.9943 -0.24 -0.24 -0.06 0.11
H -5.2674 -0.5481 0.7663 0.19 -0.30 0.73 0.05
H -2.9711 -2.8443 3.4024 -0.71 0.49 -0.16 0.12
H -5.0024 -3.6602 4.5005 -0.15 -0.07 0.11 0.10
```
Forces are in eV/Å.

The following is a DFT calculation (the ωB97M-V functional and the def2-TZVPD basis) of a cluster of 2 separate species, C3H12N2OS in total.

Results
E_HOMO = -0.3178 Ha
DFT total energy = -704.36594 Eh
LUMO level = 0.7 eV
HOMO-LUMO gap = 9.36 eV
ΔE to the lowest compared entry with this formula, charge and spin = 45.4 kcal/mol
SMILES = NCNCCS.O

XYZ file:
```
19
Properties=species:S:1:pos:R:3:forces:R:3:nbo_charge:R:1
N 0.0301 1.0159 -2.2531 -0.49 0.33 -0.05 -0.85
C -1.0142 0.2903 -1.5277 -1.15 0.05 -0.85 -0.05
N -0.5750 -0.0831 -0.2215 2.09 -1.25 3.13 -0.66
C 0.7998 -0.8827 -0.1830 -1.18 1.69 -0.14 -0.26
C 1.2185 -1.5066 1.1514 -0.17 4.21 0.96 -0.45
S 2.0655 0.0662 1.9770 -0.35 -1.61 0.38 -0.12
H 0.1776 0.3659 -2.9762 1.16 -0.44 -1.38 0.36
H -0.2052 1.8955 -2.7441 -0.36 -0.75 0.94 0.37
H -1.1786 -0.7413 -1.9788 -0.37 1.43 -0.70 0.14
H -1.9885 0.9188 -1.4926 1.43 -1.32 0.22 0.19
H -1.2094 -0.8011 0.0978 -0.57 0.10 0.23 0.35
H 1.5023 -0.0837 -0.4606 0.00 -0.97 -0.30 0.25
H 0.7329 -1.6915 -0.8547 -0.07 -0.85 -1.64 0.17
H 2.0836 -2.1168 1.2183 0.36 -1.04 -0.84 0.23
H 0.3924 -1.8789 1.7500 0.09 -0.03 0.17 0.22
H 0.9261 0.7129 2.1234 -0.24 0.46 0.18 0.14
O -1.1190 1.4355 2.5233 -0.92 0.56 -1.81 -0.97
H -0.8788 0.9654 1.6750 -0.33 0.47 0.76 0.49
H -1.7601 2.1193 2.1761 1.06 -1.03 0.76 0.47
```
Forces are in eV/Å.